The following is a DFT calculation (the ωB97M-V functional and the def2-TZVPD basis) of a cluster of 6 separate species, C34H53NO14S5 in total.

Last column: Löwdin charge in e.
Geometry (Å):
O (0.565, 0.291, 0.066)  0.107
H (-7.496, 5.077, -1.384)  0.107
C (-0.172, 2.011, -2.884)  -0.226
C (-5.248, -5.614, 1.919)  -0.228
O (-2.736, -5.880, 1.108)  -0.320
H (-4.836, 7.335, -3.520)  0.108
C (1.400, 6.673, -5.562)  -0.222
H (-0.781, 2.919, -1.005)  0.111
H (1.698, 5.801, -7.510)  0.123
H (6.384, -2.097, 8.640)  0.106
H (-6.707, -6.406, 3.322)  0.115
C (1.268, -0.591, 0.511)  -0.321
O (0.236, 2.560, -5.451)  -0.343
H (-2.319, 4.617, -2.269)  0.106
H (5.553, -4.971, 2.723)  0.090
C (1.336, -2.726, 1.771)  -0.086
H (3.848, -1.889, 7.782)  0.118
O (2.438, -2.189, 3.819)  0.141
H (-4.525, -8.761, 0.971)  0.104
H (-2.689, 3.734, -4.751)  0.107
H (-3.166, -8.333, 2.040)  0.102
H (3.060, -3.266, 9.542)  0.100
H (-4.675, 5.958, -4.637)  0.101
C (-0.153, -2.579, -0.103)  0.015
H (7.234, -3.609, 8.217)  0.106
H (5.192, -0.544, 1.343)  0.096
H (-0.738, 7.277, -8.090)  0.105
H (6.565, -5.024, 1.275)  0.087
C (2.704, -0.376, 0.865)  0.075
S (-0.345, 7.005, -5.771)  0.672
C (-6.740, 6.627, -4.329)  -0.213
C (6.262, -3.134, 8.328)  -0.232
H (-0.549, 1.065, -2.502)  0.092
C (-0.538, -3.894, 0.113)  0.013
O (-0.792, 7.924, -4.755)  -0.321
H (1.409, -4.597, 2.819)  0.136
C (3.951, -2.953, 7.563)  -0.208
H (-0.048, -6.437, 0.602)  0.116
H (-7.451, 4.282, -2.982)  0.108
O (5.413, -2.607, 3.755)  0.077
C (5.284, -2.295, 2.590)  -0.457
H (1.528, 5.710, -5.071)  0.108
H (3.333, -4.765, 8.620)  0.102
H (-5.799, -4.892, 1.321)  0.108
C (-0.197, 7.860, -7.346)  -0.217
H (6.127, -2.938, -0.479)  0.091
H (1.480, 7.930, -8.731)  0.113
O (-4.585, -6.566, -0.448)  -0.316
C (6.237, -4.397, 2.104)  -0.072
H (5.692, -2.547, 6.311)  0.098
C (3.238, -1.076, 1.868)  -0.108
C (6.468, -2.623, 0.507)  -0.048
H (0.052, 4.013, -2.102)  0.113
H (-5.662, -8.791, 3.085)  0.113
C (0.967, -4.036, 2.006)  0.077
H (-4.595, -7.571, 3.766)  0.117
C (-2.004, 3.654, -2.665)  -0.228
H (-1.284, -4.354, -0.522)  0.118
H (-0.645, 8.846, -7.252)  0.101
H (-0.584, -2.028, -0.929)  0.125
S (5.334, -3.974, 9.608)  0.660
C (-0.673, 3.196, -2.053)  -0.204
H (0.913, 1.978, -2.943)  0.098
C (3.719, -3.771, 8.841)  -0.221
H (-1.149, 4.571, -4.441)  0.056
H (-7.000, 5.887, -5.088)  0.117
H (-4.701, -5.106, 2.713)  0.109
C (-1.769, 3.723, -4.171)  -0.239
H (3.284, 0.327, 0.278)  0.131
H (1.725, 8.847, -7.251)  0.116
H (6.569, -1.546, 0.566)  0.074
O (-1.759, 1.166, -4.819)  -0.325
H (-8.697, 6.373, -3.384)  0.114
H (5.436, -4.251, 6.677)  0.121
H (4.875, -0.221, 3.040)  0.138
C (-7.647, 6.444, -3.104)  -0.222
C (-5.294, 6.410, -3.866)  -0.211
O (5.391, -3.210, 10.828)  -0.331
S (-5.381, 5.289, -2.462)  0.668
C (-4.157, -8.043, 1.702)  -0.215
H (-6.863, 7.612, -4.778)  0.113
H (-2.783, 2.929, -2.443)  0.103
H (3.049, 6.798, -6.970)  0.116
S (-0.841, 2.243, -4.538)  0.672
N (5.589, -3.194, 1.560)  -0.118
C (-5.140, -7.861, 2.866)  -0.214
C (-7.167, 5.169, -2.417)  -0.230
C (1.963, 6.716, -6.978)  -0.215
S (-4.045, -6.444, 0.883)  0.681
H (3.216, -3.201, 6.799)  0.112
H (-7.534, 7.295, -2.429)  0.119
O (5.684, -5.373, 9.589)  -0.326
C (5.380, -3.241, 7.088)  -0.224
H (1.813, 7.470, -4.944)  0.109
C (1.304, 7.925, -7.657)  -0.213
O (-4.934, 5.986, -1.283)  -0.315
H (7.130, -4.120, 2.670)  0.096
C (0.035, -4.617, 1.153)  -0.292
C (0.790, -1.986, 0.721)  -0.102
O (-1.021, 5.748, -5.984)  -0.328
C (-6.113, -6.741, 2.474)  -0.222
H (7.471, -3.041, 0.624)  0.085
O (-0.309, -5.926, 1.375)  0.012
C (4.704, -0.932, 2.235)  -0.032
H (-6.798, -7.098, 1.702)  0.119
C (2.352, -2.033, 2.622)  -0.280
O (-4.819, 4.014, -2.829)  -0.321

Net charge = 0
Kohn-Sham gap = 8.45 eV
Spin multiplicity = 1
SMILES = CN(C)C(=O)CC1=CC(=O)c2ccc(O)cc2C1=O.O=S1(=O)CCCC1.O=S1(=O)CCCC1.O=S1(=O)CCCC1.O=S1(=O)CCCC1.O=S1(=O)CCCC1
DFT total energy = -4426.3206 Ha

***

The following is a DFT calculation (the ωB97M-V functional and the def2-TZVPD basis) of the molecule C3H6N2OS.

Last column: Löwdin charge in e.
Geometry (Å):
H (2.446, -0.063, -0.216)  0.144
N (-1.279, 0.959, 0.845)  -0.139
C (0.120, -1.510, -0.075)  -0.013
C (1.467, 0.432, -0.486)  0.110
H (1.401, 1.563, -0.661)  0.112
H (0.824, -2.073, 0.549)  0.116
H (-2.033, 1.593, 1.086)  0.144
S (-0.971, 1.913, -1.588)  0.590
C (-0.802, 0.840, -0.405)  -0.891
O (-0.882, 0.256, 1.892)  -0.207
H (-0.822, -1.731, 0.317)  0.081
H (0.175, -2.076, -0.955)  0.085
N (0.358, -0.102, -0.302)  -0.131

Net charge = 0
Kohn-Sham gap (spin up / spin down) = 6.26 / 6.26 eV
Spin multiplicity = 1
DFT total energy = -700.6889 Ha

***

The following is a DFT calculation (the ωB97M-V functional and the def2-TZVPD basis) of a structure of composition C3H6IO2P.

Last column: Löwdin charge in e.
Geometry (Å):
O (-2.178, -1.327, 1.396)  -0.041
H (0.011, 1.700, -0.966)  -0.004
C (-2.429, -0.782, 0.369)  -0.994
C (0.565, -1.935, -0.138)  -0.103
H (0.151, -1.554, 0.789)  0.070
H (1.586, -1.522, -0.200)  0.102
C (-0.786, 1.504, -0.237)  -0.114
H (-0.406, 1.347, 0.856)  0.051
H (-1.747, 1.986, -0.198)  -0.062
P (-1.480, -0.537, -1.245)  0.884
H (0.553, -2.977, -0.181)  0.074
O (-0.205, -1.410, -1.194)  -0.482
I (-4.326, 0.345, -0.014)  0.619

Net charge = 0
Kohn-Sham gap = 8.95 eV
Spin multiplicity = 1
DFT total energy = -907.3728 Ha

***

The following is a DFT calculation (the ωB97M-V functional and the def2-TZVPD basis) of a structure of composition C3H3CuO2.

Last column: Löwdin charge in e.
Geometry (Å):
C (1.374, -1.166, -0.417)  0.146
H (0.659, -0.087, -1.804)  0.109
H (1.258, -1.353, 0.670)  0.001
C (-0.568, 0.350, 1.388)  -0.207
H (1.576, 0.821, -0.437)  0.160
C (0.741, 0.081, -0.694)  -0.435
O (-1.757, 0.468, 1.662)  -0.126
Cu (-2.779, 0.527, -0.228)  0.622
O (-0.504, 0.359, -0.140)  -0.270

Net charge = 0
Kohn-Sham gap (spin up / spin down) = 6.55 / 6.57 eV
Spin multiplicity = 1
DFT total energy = -1906.8006 Ha

***

The following is a DFT calculation (the ωB97M-V functional and the def2-TZVPD basis) of the molecule C3H6N2O2.

Last column: Löwdin charge in e.
Geometry (Å):
H (-2.985, -0.133, 0.059)  0.073
O (0.475, -0.588, -0.471)  -0.034
N (1.494, 0.450, -0.069)  0.016
C (-2.100, -0.817, 0.113)  -0.040
H (-1.760, -1.437, 1.092)  0.111
N (-1.171, 1.232, 0.026)  -0.023
H (2.592, -1.338, 0.206)  0.124
C (-0.749, 0.035, -0.333)  -0.336
H (3.518, 0.451, -0.034)  0.099
O (-0.253, 2.173, -0.138)  -0.075
H (0.542, 1.708, 0.124)  -0.008
H (-2.219, -1.555, -0.714)  0.047
C (2.615, -0.181, 0.139)  0.047

Net charge = 0
Kohn-Sham gap = 8.49 eV
Spin multiplicity = 1
SMILES = C=NO/C(C)=N\O
DFT total energy = -377.6794 Ha

***

The following is a DFT calculation (the ωB97M-V functional and the def2-TZVPD basis) of a structure of composition C30H45N2O5P2V.

Last column: Löwdin charge in e.
Geometry (Å):
H (-1.226, 3.549, -2.964)  0.072
H (-4.312, -0.448, -1.597)  0.131
H (0.246, -1.401, -1.680)  0.008
H (-1.766, 2.102, -4.252)  0.058
H (-2.842, -2.654, -2.845)  0.133
H (4.150, 0.700, -2.149)  0.076
H (0.973, 0.794, -4.585)  0.090
C (2.745, -1.937, 0.809)  -0.124
C (2.539, -3.393, 2.845)  -0.121
H (2.346, -0.483, 4.243)  0.083
H (1.427, -2.485, 4.995)  0.042
H (-1.429, 0.407, -4.571)  0.054
C (1.379, 2.385, 1.876)  -0.040
H (-1.780, -1.236, -2.906)  0.089
C (-1.049, 1.418, -4.704)  -0.131
P (0.391, 1.018, -2.305)  1.124
N (-0.006, 0.865, 0.553)  -0.056
H (2.880, -0.395, -2.701)  0.066
C (2.604, 1.585, 3.792)  -0.123
H (-2.335, -1.722, 3.005)  0.044
O (-2.776, -4.854, 0.141)  0.028
H (2.655, 3.605, 3.067)  0.094
H (-2.759, 0.409, -1.714)  0.113
C (0.787, 1.114, 1.646)  -0.304
C (-0.692, 1.940, 0.008)  -0.344
H (2.697, 3.380, -2.515)  0.052
H (-1.087, -3.895, -1.594)  0.111
H (-0.435, -3.233, -3.095)  0.123
H (3.420, -2.634, 0.305)  0.077
H (1.875, -3.993, 3.466)  0.064
H (0.464, -1.043, 5.357)  0.069
H (3.284, 1.766, 4.615)  0.086
C (2.066, 0.328, 3.582)  -0.111
C (-2.053, 4.142, -1.102)  -0.101
H (3.232, 1.082, -3.610)  0.059
N (-2.585, -1.577, -1.024)  -0.243
H (-1.641, -0.505, 4.061)  0.084
C (1.168, 0.083, 2.546)  -0.282
H (-1.571, 2.571, 1.855)  0.128
O (0.159, -2.317, -1.330)  -0.137
H (-0.481, -3.273, 3.476)  0.106
C (-2.075, -2.086, -2.298)  -0.147
C (-1.476, 2.798, 0.801)  -0.035
C (2.506, 2.884, -1.564)  -0.105
H (0.630, 3.732, -3.844)  0.063
V (-1.073, -1.192, 0.442)  0.657
H (-2.261, -2.021, 4.753)  0.074
H (3.407, 2.971, -0.951)  0.079
C (2.245, 2.612, 2.923)  -0.106
H (-2.568, 4.995, -1.526)  0.091
O (-2.594, -0.097, 1.139)  -0.134
H (1.701, 3.414, -1.055)  0.061
C (-3.407, -2.597, -0.358)  -0.075
O (-4.425, 1.036, 0.509)  0.033
H (1.248, -3.436, 1.136)  0.097
C (-0.350, -2.215, 3.731)  -0.507
C (-3.328, -0.319, -1.131)  -0.077
H (3.344, -1.224, 1.381)  0.075
C (-0.840, -2.970, -2.109)  -0.199
H (2.147, 0.958, -0.753)  0.074
C (-2.479, -3.669, 0.244)  -0.643
H (-4.138, -3.044, -1.040)  0.131
C (-1.297, 3.314, -1.911)  -0.114
C (-1.735, -1.582, 3.900)  -0.125
C (0.972, 2.923, -4.488)  -0.119
H (3.076, -2.678, 3.473)  0.065
C (-3.488, 0.278, 0.301)  -0.636
H (2.059, 2.885, -4.433)  0.051
C (-0.598, 2.230, -1.379)  -0.319
H (2.187, -1.384, 0.051)  0.046
C (3.159, 0.657, -2.606)  -0.128
C (0.415, -2.088, 5.049)  -0.129
C (2.145, 1.412, -1.747)  -0.533
H (-2.752, 4.503, 0.894)  0.102
H (-3.941, -2.141, 0.477)  0.136
H (0.703, 3.174, -5.519)  0.072
C (1.777, -2.683, 1.730)  -0.504
H (3.278, -4.067, 2.400)  0.072
H (1.142, 3.202, 1.209)  0.098
P (0.392, -1.497, 2.170)  1.028
C (-2.144, 3.872, 0.258)  -0.081
H (-1.022, 1.616, -5.779)  0.071
H (-0.121, -2.642, 5.825)  0.073
C (0.359, 1.571, -4.112)  -0.541
O (-1.443, -3.171, 0.805)  -0.138

Net charge = -1
Kohn-Sham gap (spin up / spin down) = 6.11 / 5.53 eV
Spin multiplicity = 2
DFT total energy = -3282.7346 Ha
⟨S²⟩ = 0.756

***

The following is a DFT calculation (the ωB97M-V functional and the def2-TZVPD basis) of a structure of composition C7H13IO2SSi.

Last column: Löwdin charge in e.
Geometry (Å):
O (0.335, 0.902, -0.221)  -0.366
C (-2.057, 0.441, 0.906)  -0.284
O (-0.436, 2.568, 1.536)  -0.307
H (1.716, -0.016, 2.763)  0.042
H (-0.428, -1.808, -1.243)  -0.015
C (0.846, -0.624, 2.426)  -0.137
H (-1.129, -2.153, 0.087)  0.048
I (-4.743, -0.562, 0.027)  0.806
H (-0.219, -0.308, 2.533)  0.014
S (-0.855, 1.665, 0.479)  0.801
C (-0.100, -1.942, -0.285)  -0.163
H (-3.863, 2.374, -1.036)  0.137
H (-1.778, 3.606, -0.637)  0.128
H (2.609, -0.189, -1.271)  -0.003
H (3.160, -1.346, -0.051)  -0.002
C (-2.954, 1.643, -1.162)  -0.280
H (1.051, -1.615, 2.706)  -0.001
H (3.206, 0.280, 0.118)  -0.011
H (-1.081, 2.366, -1.811)  0.036
C (-2.947, 0.573, -0.061)  -0.885
C (-1.671, 2.538, -1.020)  -0.135
H (-3.210, 1.028, -1.991)  0.069
C (2.723, -0.478, -0.315)  -0.099
Si (0.948, -0.558, 0.458)  0.563
H (0.372, -2.933, -0.414)  0.044

Net charge = 0
Kohn-Sham gap = 9.25 eV
Spin multiplicity = 1
DFT total energy = -1410.2602 Ha

***

Q: What is the formula in the second record?
A: C3H6N2OS

***

What did the second record say?
The following is a DFT calculation (the ωB97M-V functional and the def2-TZVPD basis) of the molecule C3H6N2OS.

Last column: Löwdin charge in e.
Geometry (Å):
H (2.446, -0.063, -0.216)  0.144
N (-1.279, 0.959, 0.845)  -0.139
C (0.120, -1.510, -0.075)  -0.013
C (1.467, 0.432, -0.486)  0.110
H (1.401, 1.563, -0.661)  0.112
H (0.824, -2.073, 0.549)  0.116
H (-2.033, 1.593, 1.086)  0.144
S (-0.971, 1.913, -1.588)  0.590
C (-0.802, 0.840, -0.405)  -0.891
O (-0.882, 0.256, 1.892)  -0.207
H (-0.822, -1.731, 0.317)  0.081
H (0.175, -2.076, -0.955)  0.085
N (0.358, -0.102, -0.302)  -0.131

Net charge = 0
Kohn-Sham gap (spin up / spin down) = 6.26 / 6.26 eV
Spin multiplicity = 1
DFT total energy = -700.6889 Ha

***

Q: Which value of net charge does entry 2 give?
A: 0